Here is a structure of composition C25H26Cl3GdN5O5S2Si from the OMol25 dataset. Energies are from ωB97M-V with the def2-TZVPD basis set.

The value obtained for the total energy is -131997.0929 eV. The spin multiplicity is 8. Its HOMO energy (spin up / spin down) is -0.181 / -0.179 Ha. The total charge is -1. Its LUMO energy (spin up / spin down) is 2.35 / 0.42 eV. The HOMO-LUMO gap (spin up / spin down) comes out at 7.3 / 5.3 eV.

Each line ends with the Mulliken spin population.
CARTESIAN COORDINATES (ANGSTROEM)
Gd  -0.6436  0.4798  0.4200  6.497
O  -4.5351  -0.6314  2.4433  0.002
C  -3.4708  -0.1279  2.1055  0.011
O  -2.7447  -0.4339  1.0959  0.072
C  -2.8948  1.0012  2.9301  -0.003
C  -3.5648  1.6194  3.9711  0.000
C  -2.9477  2.6912  4.6008  0.001
C  -1.6830  3.0990  4.1946  0.000
C  -1.0769  2.3962  3.1691  0.001
N  -1.6862  1.3920  2.5555  0.023
C  0.2946  2.7219  2.6162  -0.003
O  0.9425  3.6348  3.1055  0.002
O  0.6309  1.9616  1.6348  0.055
H  -4.5480  1.2615  4.2412  0.000
H  -3.4559  3.2138  5.4024  0.000
H  -1.1576  3.9304  4.6417  0.000
C  0.5530  0.2180  -2.9400  0.004
C  1.3669  -0.7938  -2.1851  -0.002
C  2.2638  -1.5976  -2.9407  -0.001
C  3.0318  -2.5088  -2.3018  0.000
C  2.8994  -2.6894  -0.9028  0.001
C  3.6817  -3.6478  -0.2179  0.000
C  3.4937  -3.8163  1.1219  0.001
C  2.5140  -3.0694  1.8014  -0.009
C  1.7102  -2.1334  1.1781  -0.014
S  0.4384  -1.3707  2.1171  0.169
C  1.9474  -1.9020  -0.2217  0.006
N  1.2329  -0.9277  -0.8906  0.043
H  1.2081  0.8325  -3.5608  0.000
H  0.0146  0.8929  -2.2861  0.005
H  -0.1713  -0.2839  -3.5836  0.001
H  2.3259  -1.4508  -4.0117  0.000
H  3.7433  -3.1209  -2.8455  0.000
H  4.4095  -4.2296  -0.7706  0.000
H  4.0866  -4.5377  1.6715  0.000
H  2.3533  -3.2402  2.8587  -0.003
C  -0.8531  -4.8347  -0.6071  0.000
C  -1.7273  -3.8874  0.2145  -0.001
C  -2.2205  -2.7266  -0.5877  0.001
N  -1.4760  -1.7225  -0.8739  0.002
N  -2.1175  -0.7107  -1.5532  0.010
C  -3.3682  -0.9910  -1.7693  -0.001
N  -4.2284  -0.1668  -2.4313  0.000
S  -3.8338  -2.5430  -1.1793  0.000
H  -0.4937  -5.6591  0.0099  0.000
H  0.0154  -4.2989  -0.9943  0.000
H  -1.4007  -5.2548  -1.4536  0.000
H  -1.1524  -3.4536  1.0368  -0.001
H  -2.5756  -4.4146  0.6539  0.000
H  -3.8802  0.7776  -2.5556  0.000
H  -5.1882  -0.2045  -2.1304  0.000
Cl  -1.8158  4.7775  -0.2689  0.007
Si  -2.1852  2.7337  -0.7018  0.090
Cl  -2.4526  2.8492  -2.8470  0.008
Cl  -4.2192  2.5556  -0.0991  0.007
C  2.7552  3.8796  -1.5271  0.000
C  3.7603  2.8269  -1.0050  0.000
C  2.8727  1.7972  -0.2967  0.001
O  1.5844  1.9563  -0.8979  0.019
C  1.4083  3.3663  -1.0196  0.003
H  2.7648  3.9139  -2.6170  0.000
H  2.9669  4.8831  -1.1587  0.000
H  4.4875  3.2565  -0.3155  0.000
H  4.3097  2.3739  -1.8307  0.000
H  2.7852  2.0003  0.7719  -0.001
H  3.1810  0.7636  -0.4431  0.000
H  1.1573  3.7795  -0.0385  -0.001
H  0.5776  3.5447  -1.7017  -0.001